43
Properties=species:S:1:pos:R:3:forces:R:3 method="wB97M-V/def2-TZVPD" total_charge=+2 spin_multiplicity=1 energy_ha=-1019.60098 gap_ev=2.279 fmax_ev_per_a=12.0 e_above_lowest_kj_mol=222.4
Hf 1.406843 2.309933 -0.775448 -3.08 -11.52 1.48
F 0.058611 0.622736 -0.182502 3.14 4.26 -1.23
F 2.884825 0.724474 -0.182667 -3.17 4.87 -1.34
C 4.381008 -0.848546 2.195416 -0.62 0.37 0.11
C 3.088618 -0.514676 2.917138 0.51 0.26 0.93
O 3.100258 0.224269 3.884104 -0.11 -0.18 -0.70
C 1.815057 -1.147042 2.439154 -0.04 0.65 0.24
H 4.874677 -1.610726 2.798693 0.26 0.05 -0.17
H 4.956847 0.075085 2.166315 0.33 -0.22 0.10
H 4.204843 -1.201465 1.181558 0.09 -0.20 0.04
H 1.844933 -1.087986 1.352060 -0.42 -0.53 -0.07
H 0.998772 -0.556826 2.855406 -0.10 -0.03 -0.12
H 1.711476 -2.150357 2.853356 0.14 -0.18 -0.40
C -0.465598 -0.019286 -4.261174 0.73 -0.34 0.21
C 0.684628 -0.288332 -3.339133 -1.47 0.28 -0.64
O 1.182838 0.663292 -2.708246 0.88 2.36 2.00
C 1.135588 -1.672634 -3.116794 1.24 0.58 0.62
H -0.089096 0.458683 -5.168518 0.06 0.05 -0.04
H -1.141251 0.677937 -3.768134 -0.24 -0.17 -0.13
H -0.892672 -0.980125 -4.539805 -0.42 0.26 -0.02
H 1.972174 -1.564010 -2.425656 0.00 -0.62 0.08
H 1.476025 -2.178277 -4.021109 -0.21 0.13 -0.18
H 0.329519 -2.255170 -2.668723 -0.11 0.05 -0.03
C -0.438608 -2.963063 -0.063432 -0.42 0.66 0.20
C -1.561648 -2.830626 0.946006 -0.35 -0.68 0.66
O -2.153204 -3.815119 1.312168 -0.02 0.21 -0.07
C -1.920585 -1.467312 1.519450 0.16 0.38 -0.40
H -0.745799 -3.708825 -0.795021 0.04 0.16 -0.16
H 0.487661 -3.309483 0.394292 -0.05 0.10 0.16
H -0.312841 -1.952610 -0.457510 0.42 -0.19 -0.47
H -1.062619 -1.042536 2.043159 -0.02 -0.21 0.31
H -2.808448 -1.514494 2.145274 0.21 -0.24 0.17
H -2.116506 -0.718476 0.748332 -0.03 -0.26 -0.38
C -3.043704 2.349002 0.784125 0.39 -0.52 -0.54
C -2.145975 3.426137 0.282365 -1.36 0.37 0.66
O -0.991725 3.190163 -0.077471 3.50 -0.46 -1.11
C -2.642282 4.838443 0.260800 0.54 0.05 -0.54
H -3.977030 2.374228 0.220257 -0.26 0.36 0.41
H -3.182515 2.495818 1.856534 -0.40 0.16 -0.02
H -2.651348 1.344583 0.633406 0.39 0.17 0.05
H -3.626011 4.963362 -0.191050 -0.06 -0.32 0.05
H -1.915756 5.409307 -0.316309 -0.12 0.26 0.14
H -2.709982 5.250548 1.269337 0.05 -0.16 0.13